No. 1
ORCA calculation (wB97M-V/def2-TZVPD) on a structure of composition C5H4LiO6Tb in a non-equilibrium geometry.

Structure (ORCA input):
```
! RIJCOSX wB97M-V def2-TZVPD def2/J DEFGRID3
* xyz 3 8
O -2.831 -3.449 -6.633
C -2.403 -2.892 -5.733
O -1.981 -2.333 -4.796
O -0.783 -0.266 -0.739
Tb -0.990 -1.237 -2.972
O 3.435 0.245 1.569
C 2.349 0.867 1.610
O 2.163 1.987 1.078
O 1.364 0.293 2.337
C 0.128 0.968 2.487
C -1.013 0.352 1.567
C -0.310 0.129 0.295
Li 4.084 1.831 0.603
H 0.333 2.046 2.520
H -0.302 0.948 3.498
H -1.798 1.110 1.411
H -1.446 -0.602 1.900
*
```

## Properties
- orbital gap (alpha / beta) (eV) = 4.741 / 4.672

These are the Mulliken partial charges, in e, on atoms 1 to 4:
1 O -0.1031
2 C 0.7810
3 O -0.3065
4 O -0.2112

No. 2
ORCA calculation (wB97M-V/def2-TZVPD) on a structure of composition C18H24N2RuS4Se2 in a non-equilibrium geometry.

Structure (ORCA input):
```
! RIJCOSX wB97M-V def2-TZVPD def2/J DEFGRID3
* xyz 4 1
Ru -0.362 -0.157 -0.218
C 1.667 -0.571 3.010
C 2.690 -0.708 1.919
S 2.011 -1.086 0.285
C 1.705 -2.888 0.331
C 0.372 -3.278 0.927
S -0.940 -2.420 0.013
C -2.371 -2.621 1.126
C -3.315 -1.446 0.988
S -2.509 0.185 1.101
C -2.301 0.515 2.869
C -1.035 -0.047 3.449
S 0.355 0.546 2.462
H 2.135 -0.112 3.887
H 1.226 -1.516 3.323
H 3.412 -1.493 2.151
H 3.251 0.217 1.773
H 2.531 -3.340 0.884
H 1.782 -3.223 -0.705
H 0.290 -3.022 1.982
H 0.206 -4.352 0.815
H -2.004 -2.750 2.144
H -2.876 -3.540 0.825
H -4.092 -1.475 1.754
H -3.807 -1.438 0.014
H -3.188 0.133 3.379
H -2.319 1.603 2.940
H -1.009 -1.135 3.486
H -0.905 0.330 4.469
Se -1.973 1.246 -3.913
Se -2.593 1.510 -1.733
C -1.122 2.578 -1.041
C -1.223 3.949 -1.115
C -0.170 4.710 -0.604
C 0.934 4.056 -0.083
C 0.939 2.671 -0.037
N -0.085 1.929 -0.485
C -0.198 0.603 -3.754
C 0.533 0.775 -4.924
C 1.792 0.198 -5.023
C 2.230 -0.565 -3.961
C 1.420 -0.689 -2.832
N 0.232 -0.093 -2.674
H -2.096 4.424 -1.545
H -0.221 5.791 -0.625
H 1.776 4.613 0.305
H 1.788 2.134 0.363
H 0.122 1.345 -5.751
H 2.391 0.322 -5.917
H 3.181 -1.081 -3.997
H 1.744 -1.337 -2.038
*
```

## Properties
- orbital gap (alpha / beta) (eV) = 4.529 / 4.529

These are the Mulliken partial charges, in e, on atoms 1 to 4:
1 Ru 0.4789
2 C -0.6744
3 C -1.0317
4 S 0.1712

No. 3
ORCA calculation (wB97M-V/def2-TZVPD) on an isolated molecule of C5H7BrO in a non-equilibrium geometry.

Structure (ORCA input):
```
! RIJCOSX wB97M-V def2-TZVPD def2/J DEFGRID3
* xyz 0 1
C -1.517 0.865 -1.313
C -0.380 0.822 -0.264
O -0.098 1.886 0.225
C -0.006 -0.461 0.215
C 0.604 -0.629 1.516
C 1.461 -0.917 0.271
Br 2.941 0.297 0.029
H -1.444 0.035 -2.100
H -1.446 1.832 -1.849
H -2.505 0.731 -0.805
H -0.558 -1.318 -0.117
H 1.028 0.207 2.021
H 0.252 -1.383 2.244
H 1.669 -1.968 -0.071
*
```

## Properties
- orbital gap (eV) = 10.357
- SMILES string = CC(=O)[C@@H]1C[C@@H]1Br

These are the Mulliken partial charges, in e, on atoms 1 to 4:
1 C -1.0730
2 C 0.5152
3 O -0.5411
4 C 0.0577

No. 4
ORCA calculation (wB97M-V/def2-TZVPD) on a structure of composition C18H35O2Si3Tl.

Structure (ORCA input):
```
! RIJCOSX wB97M-V def2-TZVPD def2/J DEFGRID3
* xyz 0 1
Tl 0.527 -0.703 -0.419
C -2.199 -2.342 1.660
O -1.275 -1.287 1.459
Si -0.309 -0.607 2.672
C 0.733 -2.033 3.304
C -1.468 -0.177 4.076
C 0.578 0.696 1.776
Si 2.368 0.856 2.150
C 3.232 2.187 1.141
C 3.355 -0.729 1.808
C 2.739 1.278 3.947
Si -0.415 2.239 1.640
C 0.273 3.554 0.484
C -0.622 3.177 3.259
C -2.156 1.844 1.014
H -2.971 -2.062 2.383
H -1.703 -3.250 2.018
H -2.685 -2.566 0.711
H 0.107 -2.743 3.853
H 1.522 -1.699 3.983
H 1.211 -2.570 2.479
H -1.939 -1.084 4.468
H -2.257 0.510 3.766
H -0.919 0.290 4.898
H 2.954 2.127 0.084
H 4.316 2.058 1.220
H 2.990 3.192 1.499
H 3.022 -1.290 0.928
H 3.313 -1.414 2.658
H 4.406 -0.476 1.639
H 2.337 2.262 4.210
H 3.819 1.296 4.133
H 2.293 0.549 4.631
H 1.083 4.115 0.956
H -0.522 4.264 0.234
H 0.659 3.133 -0.443
H 0.355 3.415 3.693
H -1.183 2.605 3.999
H -1.151 4.121 3.091
H -2.140 1.071 0.238
H -2.636 2.736 0.599
H -2.794 1.467 1.818
C 2.754 2.978 -3.047
C 1.485 2.256 -2.677
O 1.521 1.371 -1.844
C 0.201 2.668 -3.321
C -0.992 2.086 -2.905
C -2.197 2.469 -3.466
C -2.217 3.441 -4.460
C -1.033 4.028 -4.883
C 0.172 3.645 -4.313
H 3.577 2.562 -2.474
H 2.655 4.043 -2.824
H 2.961 2.877 -4.114
H -0.968 1.342 -2.121
H -3.119 2.016 -3.126
H -3.158 3.747 -4.898
H -1.048 4.787 -5.653
H 1.089 4.115 -4.645
*
```

## Properties
- orbital gap (eV) = 6.955

These are the Mulliken partial charges, in e, on atoms 1 to 4:
1 Tl 0.7762
2 C -1.0029
3 O -0.2128
4 Si -0.0451

No. 5
ORCA calculation (wB97M-V/def2-TZVPD) on a cluster of 13 separate species, C6H37O13 in total in a non-equilibrium geometry.

Structure (ORCA input):
```
! RIJCOSX wB97M-V def2-TZVPD def2/J DEFGRID3
* xyz -1 1
C -0.460 -0.407 3.742
O -1.568 -1.059 3.196
C 0.688 -0.033 2.752
C 1.590 -1.210 2.475
C 2.847 -1.031 1.541
C 2.623 -1.922 0.288
C 2.865 0.462 0.998
H -0.061 -1.183 4.400
H -0.719 0.596 4.112
H 0.343 0.461 1.853
H 1.185 0.768 3.306
H 1.002 -2.024 2.079
H 2.079 -1.684 3.346
H 3.736 -1.140 2.163
H 2.780 -1.546 -0.707
H 1.559 -2.173 0.307
H 3.051 -2.902 0.418
H 2.680 1.240 1.758
H 2.182 0.658 0.145
H 3.869 0.591 0.585
H -2.031 -0.586 2.489
H -4.659 -0.381 0.613
O -3.827 -0.756 0.291
H 0.424 1.268 -2.730
H 0.958 0.542 -3.913
O 1.124 1.345 -3.396
H -0.956 -2.277 -4.422
H -1.079 -1.229 -3.201
O -0.420 -1.707 -3.865
H 0.188 -3.459 -3.046
H 0.909 -2.932 -1.720
O 0.530 -3.680 -2.175
H -0.964 3.590 1.668
H -2.069 2.589 1.545
O -1.660 3.191 2.211
H -2.194 0.975 0.061
H -2.642 1.949 -0.916
O -2.769 1.766 0.057
H 2.727 2.727 -2.399
H 3.924 2.411 -1.432
O 3.262 3.065 -1.679
H -1.475 2.484 -2.815
H -1.981 1.015 -2.500
O -2.266 1.982 -2.593
H -2.592 -2.727 0.723
H -1.737 -2.576 1.946
O -2.433 -3.146 1.577
H -2.704 -1.122 -2.145
H -3.610 -0.154 -0.447
O -1.930 -0.567 -2.277
H 0.959 4.171 -0.869
H -0.257 3.103 -0.668
O 0.062 4.006 -0.572
H 0.396 -0.563 -0.878
H -1.133 -0.558 -0.918
O -0.342 -0.224 -0.362
*
```

## Properties
- orbital gap (eV) = 9.832

These are the Mulliken partial charges, in e, on atoms 1 to 4:
1 C -0.8650
2 O -0.5274
3 C 0.0609
4 C -1.1826

No. 6
ORCA calculation (wB97M-V/def2-TZVPD) on a cluster of 36 separate species, H72O36 in total in a non-equilibrium geometry.

Structure (ORCA input):
```
! RIJCOSX wB97M-V def2-TZVPD def2/J DEFGRID3
* xyz 0 1
O -3.801 10.850 16.796
H -3.653 10.339 17.598
H -2.995 11.280 16.539
O -5.963 9.465 21.362
H -6.420 10.046 20.752
H -5.406 10.090 21.863
O -4.721 6.962 15.966
H -4.074 6.855 16.691
H -5.198 7.785 16.285
O -2.745 8.731 21.589
H -3.164 7.895 21.394
H -1.856 8.332 21.729
O -4.166 1.681 21.550
H -4.637 2.506 21.628
H -3.742 1.732 20.692
O -0.610 4.623 20.921
H -0.843 4.076 21.683
H -0.127 4.080 20.312
O 2.873 4.079 14.241
H 2.147 4.595 14.620
H 2.681 3.195 14.484
O -6.089 11.522 19.146
H -5.112 11.574 19.079
H -6.439 12.216 18.665
O -1.779 1.912 19.396
H -1.925 2.578 18.720
H -2.424 1.286 19.103
O -6.854 6.181 18.169
H -6.733 7.120 18.116
H -6.417 5.731 17.441
O -3.225 3.082 17.272
H -4.008 2.620 17.092
H -2.721 3.212 16.440
O -0.751 0.927 13.783
H -1.270 1.697 13.921
H -0.871 0.541 12.877
O -1.454 3.378 23.226
H -2.322 2.969 23.376
H -0.752 2.865 23.654
O 0.475 4.451 17.182
H 0.725 5.356 16.843
H 0.599 4.421 18.145
O -3.414 6.140 20.700
H -4.167 5.634 21.122
H -2.742 5.470 20.612
O -0.013 7.428 21.455
H -0.235 6.562 21.127
H -0.065 7.976 20.672
O 3.695 5.976 17.325
H 3.323 5.384 18.069
H 3.686 5.437 16.536
O -9.194 6.411 20.108
H -9.596 5.599 20.390
H -8.652 6.098 19.393
O 0.953 7.047 16.741
H 0.808 7.596 17.508
H 1.849 6.722 16.838
O 0.465 8.841 18.809
H 0.951 9.631 18.535
H -0.486 9.144 18.654
O 0.805 2.429 20.418
H 1.309 2.247 19.577
H -0.082 2.126 20.162
O -6.859 6.650 21.914
H -6.600 7.602 21.869
H -7.779 6.568 21.602
O -3.431 11.745 20.070
H -3.537 12.098 20.963
H -2.746 11.078 20.115
O -1.453 3.164 15.431
H -0.554 3.189 15.828
H -1.503 4.040 14.986
O -5.196 1.091 18.864
H -5.885 1.358 19.465
H -5.559 0.361 18.382
O -5.594 4.384 20.864
H -5.338 4.466 19.949
H -6.008 5.210 21.220
O -5.484 8.697 18.306
H -6.014 9.517 18.236
H -5.346 8.574 19.238
O -0.672 8.161 14.568
H -0.248 8.041 15.391
H -1.328 8.902 14.460
O -3.107 9.406 14.166
H -3.794 9.949 14.615
H -3.632 8.798 13.636
O -2.195 9.036 18.781
H -2.392 8.157 18.364
H -2.385 8.874 19.726
O 2.182 2.304 17.889
H 1.740 3.042 17.419
H 2.094 1.548 17.329
O -1.753 5.817 14.893
H -2.566 5.926 14.350
H -1.377 6.738 14.819
O -4.039 10.870 22.961
H -3.495 10.095 22.685
H -4.127 10.819 23.934
O 2.245 4.945 19.607
H 2.231 5.662 20.222
H 2.179 4.132 20.110
O -2.330 6.411 17.962
H -1.982 5.971 17.120
H -2.809 5.720 18.442
O 1.680 1.105 15.110
H 0.943 0.969 14.497
H 2.280 0.345 14.947
*
```

## Properties
- orbital gap (eV) = 10.958

These are the Mulliken partial charges, in e, on atoms 1 to 4:
1 O -0.6243
2 H 0.2785
3 H 0.3008
4 O -0.6036

No. 7
ORCA calculation (wB97M-V/def2-TZVPD) on a structure of composition C28H52Cl2IN2NbO2P2Si4 in a non-equilibrium geometry.

Structure (ORCA input):
```
! RIJCOSX wB97M-V def2-TZVPD def2/J DEFGRID3
* xyz 0 1
Nb 0.152 -0.183 0.552
O -1.135 2.409 -3.218
C -0.276 3.387 -3.837
O -0.575 -0.250 -4.171
C 0.669 -0.672 -4.700
H 0.483 2.872 -4.443
H 0.227 3.904 -3.012
H -0.856 4.092 -4.452
H 0.709 -0.753 -5.804
H 1.008 -1.588 -4.196
H 1.356 0.179 -4.327
C -1.951 1.747 -4.161
C -1.227 0.690 -5.010
H -2.384 2.461 -4.891
H -2.748 1.244 -3.594
H -0.551 1.178 -5.743
H -2.023 0.143 -5.553
Cl 0.302 -0.785 -1.594
Cl 1.850 1.354 -3.078
N 0.213 -1.727 1.922
P -2.422 -0.381 0.679
P 2.741 -0.203 0.816
C 3.234 -1.599 1.836
C 2.983 1.268 1.817
C -2.750 -1.384 2.146
C -2.987 1.286 0.986
Si -1.538 2.504 1.200
H -3.619 1.279 1.891
H -3.599 1.600 0.122
C -1.856 3.452 2.774
C -1.608 3.669 -0.260
Si 1.543 2.503 1.603
H 3.948 1.716 1.525
H 3.043 0.975 2.882
C 2.016 3.685 0.251
C 1.459 3.375 3.248
Si 1.686 -2.314 2.671
H 3.931 -1.215 2.600
H 3.763 -2.339 1.216
C 1.826 -1.841 4.473
C 1.746 -4.184 2.658
Si -1.269 -2.539 2.398
H -3.664 -1.976 1.954
H -2.872 -0.733 3.030
C 3.808 -0.268 -0.647
C 4.425 0.887 -1.147
H 4.346 1.827 -0.603
C 5.068 0.833 -2.391
H 5.467 1.749 -2.809
C 5.155 -0.365 -3.100
H 5.661 -0.391 -4.064
C 4.582 -1.523 -2.564
H 4.665 -2.462 -3.094
C 3.883 -1.471 -1.363
H 3.378 -2.364 -0.985
C -3.439 -1.143 -0.620
C -2.879 -2.124 -1.456
H -1.813 -2.343 -1.405
C -3.697 -2.814 -2.349
H -3.259 -3.615 -2.948
C -5.044 -2.491 -2.461
H -5.678 -3.032 -3.171
C -5.597 -1.494 -1.652
H -6.647 -1.238 -1.728
C -4.801 -0.838 -0.708
H -5.222 -0.098 -0.030
H 1.576 -4.606 1.661
H 1.048 -4.654 3.362
H 2.765 -4.451 2.977
H 1.900 -0.755 4.597
H 2.749 -2.317 4.842
H 0.977 -2.191 5.067
C -1.535 -4.112 1.437
C -1.272 -3.060 4.209
H -1.253 -4.017 0.386
H -2.604 -4.359 1.475
H -0.978 -4.945 1.881
H -1.291 -2.166 4.855
H -0.444 -3.714 4.519
H -2.219 -3.606 4.347
H -1.855 3.151 -1.200
H -0.662 4.198 -0.425
H -2.392 4.413 -0.049
H -1.415 2.950 3.649
H -2.943 3.471 2.935
H -1.488 4.484 2.725
H 3.066 3.970 0.416
H 1.406 4.595 0.298
H 1.930 3.245 -0.751
H 1.076 2.695 4.023
H 0.825 4.267 3.229
H 2.482 3.676 3.516
N 0.027 1.709 1.225
I -0.821 0.607 4.884
*
```

## Properties
- orbital gap (eV) = 4.313

These are the Mulliken partial charges, in e, on atoms 1 to 4:
1 Nb -0.9536
2 O 0.1533
3 C -0.8763
4 O -0.0350

No. 8
ORCA calculation (wB97M-V/def2-TZVPD) on the ion C5H7ClNS with charge +1 in a non-equilibrium geometry.

Structure (ORCA input):
```
! RIJCOSX wB97M-V def2-TZVPD def2/J DEFGRID3
* xyz 1 1
C 2.489 1.517 0.099
C 1.513 2.516 0.080
C 1.972 0.257 -0.010
C -1.651 -0.964 0.273
C -0.124 -1.065 -0.379
N 0.656 0.111 -0.087
S -0.011 1.841 -0.117
Cl 2.936 -1.148 0.063
H 3.603 1.675 0.273
H 1.379 3.562 0.198
H -2.234 -0.356 -0.464
H -1.617 -0.814 1.345
H -2.174 -1.966 0.149
H -0.151 -1.253 -1.404
H 0.395 -1.848 0.234
*
```

## Properties
- orbital gap (eV) = 9.578

These are the Mulliken partial charges, in e, on atoms 1 to 4:
1 C -0.7662
2 C 0.0443
3 C 0.7339
4 C -1.2068

No. 9
ORCA calculation (wB97M-V/def2-TZVPD) on a cluster of 2 separate species, C6H10N2OS in total in a non-equilibrium geometry.

Structure (ORCA input):
```
! RIJCOSX wB97M-V def2-TZVPD def2/J DEFGRID3
* xyz 0 1
C -2.121 1.032 2.231
C -1.125 1.413 1.230
C -0.769 2.865 1.239
C -0.733 0.499 0.421
C -0.083 -0.394 -0.215
S 1.341 -1.164 0.332
H -2.906 0.406 1.805
H -1.712 0.670 3.128
H -2.632 2.025 2.604
H -0.424 3.087 0.285
H -1.685 3.369 1.418
H -0.131 2.977 2.026
H -0.383 -0.609 -1.174
H 1.420 -0.377 1.568
N 2.636 -3.226 -2.254
N 1.730 -2.359 -2.854
C 1.302 -1.994 -3.867
O 0.703 -1.487 -4.693
H 3.362 -2.785 -1.602
H 2.208 -3.947 -1.629
*
```

## Properties
- orbital gap (eV) = 8.841
- SMILES string = CC(C)=C=CS.NN=C=O

These are the Mulliken partial charges, in e, on atoms 1 to 4:
1 C -1.1655
2 C 0.9752
3 C -1.3985
4 C -0.2425